Computed, not measured: a molecular structure, C21H14AsNNiO13S2 in a non-equilibrium geometry, with ωB97M-V/def2-TZVPD.

The net charge is -2. As for the expectation value of S²: 2.00. The lowest unoccupied orbital energy (alpha / beta) comes out at 4.22 / 4.22 eV. For the frontier orbital gap (alpha / beta), the calculation gives 8.15 / 8.14 eV. For the energy above the lowest of the compared OMol25 structures with the same formula, charge and spin, the calculation gives 10.0 kcal per mole. For the molecular weight, the calculation gives 686.09 g mol⁻¹. The HOMO energy (alpha / beta) comes out at -0.14432 / -0.14414 Ha. As for the spin multiplicity: 3.

Each line ends with the Löwdin charge.
Cartesian coordinates (Å):
Ni -0.75 -0.34 0.40  0.745
O -3.56 -1.27 -2.79  -0.311
As -1.79 -1.19 -2.25  0.900
O -1.18 -2.44 -3.07  -0.469
O -2.03 -1.39 -0.58  -0.483
C -1.59 0.67 -2.74  -0.237
C -2.73 1.43 -2.97  -0.076
C -2.61 2.78 -3.27  -0.076
C -1.36 3.38 -3.35  -0.078
C -0.22 2.63 -3.09  -0.056
C -0.34 1.29 -2.78  -0.278
S 1.07 0.32 -2.31  0.473
O 2.09 1.22 -1.79  -0.318
O 1.46 -0.45 -3.46  -0.301
O 0.51 -0.56 -1.23  -0.434
H -3.75 -2.21 -2.69  0.007
H -3.69 0.94 -2.90  0.093
H -3.50 3.37 -3.42  0.098
H -1.26 4.43 -3.54  0.101
H 0.77 3.08 -3.09  0.116
O 0.14 -1.23 4.38  0.016
C 0.00 -1.46 3.19  -0.586
O -0.40 -0.56 2.34  -0.105
C 0.24 -2.90 2.72  -0.117
C 0.13 -3.91 3.66  -0.036
C 0.23 -5.26 3.32  -0.004
C 0.44 -5.55 1.99  -0.219
O 0.56 -6.77 1.38  0.011
C 0.74 -6.48 -0.01  -0.157
O 0.89 -5.09 -0.17  0.049
C 0.61 -4.54 1.05  -0.195
C 0.53 -3.22 1.38  0.076
H -0.05 -3.62 4.69  0.109
H 0.13 -6.05 4.05  0.107
H -0.13 -6.84 -0.57  0.134
H 1.64 -6.99 -0.38  0.129
H 0.73 -2.48 0.63  0.109
O -0.87 6.05 1.34  -0.341
S -0.39 5.14 0.32  0.613
O -0.09 5.77 -0.94  -0.341
N -1.37 3.87 0.15  -0.027
C -0.77 2.73 0.47  -0.477
O -1.34 1.61 0.42  -0.036
C 0.64 2.92 0.98  -0.118
C 1.52 1.96 1.45  0.002
C 2.78 2.36 1.87  -0.062
C 3.16 3.70 1.80  -0.088
C 2.28 4.66 1.33  -0.052
C 1.03 4.24 0.93  -0.212
H 1.24 0.92 1.50  0.091
H 3.48 1.63 2.25  0.104
H 4.15 3.99 2.12  0.094
H 2.56 5.70 1.27  0.111



Computed, not measured: a molecular structure, C23H43Cl2IN3O4PrSi in a non-equilibrium geometry, with ωB97M-V/def2-TZVPD.

As for the expectation value of S²: 2.00. The lowest unoccupied orbital energy (alpha / beta) comes out at 0.24 / 0.24 eV. For the frontier orbital gap (alpha / beta), the calculation gives 8.04 / 8.06 eV. For the energy above the lowest of the compared OMol25 structures with the same formula, charge and spin, the calculation gives 0.0 kcal per mole. For the molecular weight, the calculation gives 792.42 g mol⁻¹. The HOMO energy (alpha / beta) comes out at -0.28659 / -0.28726 Ha. As for the spin multiplicity: 3.

Each line ends with the Löwdin charge.
Cartesian coordinates (Å):
C 4.54 0.87 0.88  -0.027
C 3.98 1.83 -0.14  -0.235
H 5.63 0.76 0.77  0.066
H 4.07 -0.12 0.82  0.085
H 4.34 1.26 1.89  0.097
C 4.66 2.36 -1.16  -0.123
C 6.10 2.13 -1.40  -0.106
H 4.18 3.06 -1.83  0.101
H 6.50 1.24 -0.88  0.062
H 6.70 3.00 -1.10  0.081
H 6.26 1.98 -2.48  0.066
Pr 0.15 -0.53 0.26  0.365
Cl 1.52 -2.65 0.83  0.100
C -1.46 2.38 -0.60  -0.248
O -1.31 1.15 -0.83  -0.147
N -2.05 3.21 -1.46  -0.159
C -2.63 2.73 -2.71  -0.012
C -2.20 4.63 -1.18  -0.039
H -1.10 2.83 0.34  0.134
H -2.54 1.64 -2.75  0.089
H -2.12 3.19 -3.56  0.093
H -3.69 3.01 -2.74  0.093
H -1.70 4.86 -0.23  0.094
H -3.27 4.88 -1.11  0.094
H -1.74 5.22 -1.98  0.086
H -5.39 -2.73 1.24  0.095
H -4.75 -3.00 3.70  0.096
C -4.38 -3.05 0.95  -0.012
C -3.77 -3.33 3.35  -0.029
N -3.46 -2.76 2.05  -0.168
H -4.05 -2.52 0.06  0.092
C -2.35 -2.07 1.86  -0.252
O -1.97 -1.64 0.74  -0.169
H -3.00 -3.01 4.05  0.094
H -1.75 -1.89 2.77  0.135
H -4.42 -4.13 0.78  0.099
H -3.77 -4.43 3.31  0.098
H 3.50 -0.72 -1.33  0.084
H 3.50 1.01 -3.69  0.089
C 3.08 -1.38 -2.10  -0.013
C 3.00 0.11 -4.09  -0.036
N 2.28 -0.58 -3.03  -0.149
H 2.47 -2.14 -1.60  0.045
C 0.95 -0.53 -2.97  -0.262
O 0.27 -1.12 -2.09  -0.145
H 2.29 0.40 -4.87  0.090
H 0.47 0.06 -3.77  0.155
H 3.90 -1.85 -2.66  0.098
H 3.76 -0.57 -4.52  0.094
O 1.89 0.88 -0.26  -0.385
C 2.50 2.06 0.04  -0.418
C 1.54 3.10 -2.08  -0.043
C 1.90 3.23 -0.74  -0.168
H 1.59 2.11 -2.53  0.100
C 1.15 4.23 -2.81  -0.090
H 2.35 2.32 1.11  0.094
C 1.63 4.43 -0.07  -0.027
H 0.88 4.13 -3.86  0.100
C 1.10 5.48 -2.18  -0.117
C 1.29 5.58 -0.80  -0.092
H 1.73 4.47 1.01  0.120
H 0.87 6.38 -2.76  0.099
H 1.18 6.54 -0.28  0.105
Si 2.43 -5.07 3.21  0.076
Cl 4.01 -3.84 2.67  0.280
C 1.92 -6.07 1.70  -0.234
C 1.22 -4.02 4.19  -0.224
C 3.06 -6.40 4.41  -0.225
H 1.73 -5.43 0.83  -0.018
H 1.03 -6.67 1.90  0.030
H 2.75 -6.75 1.45  0.032
H 3.78 -7.06 3.91  0.024
H 2.21 -7.01 4.77  0.029
H 3.54 -5.94 5.28  0.024
H 0.90 -3.13 3.65  -0.010
H 1.74 -3.69 5.10  0.037
H 0.34 -4.60 4.48  0.028
I 0.14 1.06 2.99  0.133



Computed, not measured: a single C7H10 molecule in a non-equilibrium geometry, with ωB97M-V/def2-TZVPD.

The lowest unoccupied orbital energy comes out at 0.42 eV. For the frontier orbital gap, the calculation gives 8.37 eV. For the energy above the lowest of the compared OMol25 structures with the same formula, charge and spin, the calculation gives 87.6 kcal per mole. Its SMILES is C=CC(C=C)=CC. For the molecular weight, the calculation gives 94.16 g mol⁻¹. The HOMO energy comes out at -0.29218 Ha.

Each line ends with the Löwdin charge.
Cartesian coordinates (Å):
C -0.47 1.30 -0.90  -0.094
C -0.17 2.62 -0.48  0.006
C 0.60 0.11 1.13  -0.160
C -0.18 0.09 0.01  -0.264
C -0.49 -1.28 -0.57  -0.122
C 0.20 -1.83 -1.68  0.031
C 0.29 -0.81 2.19  -0.141
H -0.67 1.14 -1.96  0.081
H 0.31 2.75 0.46  0.016
H -0.08 3.48 -1.24  0.070
H 1.38 0.89 1.31  0.121
H -0.97 -1.95 0.14  0.082
H -0.08 -2.85 -1.78  0.022
H 0.79 -1.37 -2.49  0.062
H -0.77 -1.15 2.07  0.078
H 0.90 -1.79 2.04  0.113
H 0.49 -0.42 3.24  0.098



Computed, not measured: 10 unconnected molecules or ions with the total composition C30H60O30 in a non-equilibrium geometry, with ωB97M-V/def2-TZVPD.

The lowest unoccupied orbital energy comes out at 0.35 eV. For the frontier orbital gap, the calculation gives 10.61 eV. For the energy above the lowest of the compared OMol25 structures with the same formula, charge and spin, the calculation gives 41.1 kcal per mole. Its SMILES is COC(=O)OC.COC(=O)OC.COC(=O)OC.COC(=O)OC.COC(=O)OC.COC(=O)OC.COC(=O)OC.COC(=O)OC.COC(=O)OC.COC(=O)OC. For the molecular weight, the calculation gives 900.78 g mol⁻¹. The HOMO energy comes out at -0.37714 Ha.

Each line ends with the Löwdin charge.
Cartesian coordinates (Å):
C -0.35 -1.49 0.42  -0.031
O 0.07 -0.21 0.00  0.003
C -0.34 0.87 0.61  -0.623
O -0.97 0.89 1.63  0.127
O 0.09 1.95 -0.04  0.001
C -0.33 3.18 0.54  -0.032
H 0.22 -1.84 1.29  0.099
H -0.15 -2.26 -0.33  0.093
H -1.39 -1.51 0.73  0.067
H -0.01 4.11 0.08  0.078
H 0.04 3.21 1.57  0.093
H -1.42 3.18 0.58  0.105
C -2.13 4.83 -7.12  -0.034
O -1.66 4.41 -5.84  -0.011
C -1.87 5.26 -4.81  -0.624
O -2.39 6.34 -4.87  0.145
O -1.29 4.69 -3.77  0.006
C -1.73 5.03 -2.46  -0.009
H -1.87 5.89 -7.18  0.093
H -3.19 4.65 -7.29  0.096
H -1.53 4.31 -7.87  0.091
H -1.26 4.38 -1.73  0.071
H -2.80 4.92 -2.35  0.110
H -1.34 6.03 -2.26  0.066
C -3.52 -0.26 -1.45  -0.002
O -4.78 -0.39 -0.77  0.019
C -5.05 -1.60 -0.30  -0.615
O -4.44 -2.60 -0.53  0.132
O -6.13 -1.48 0.48  0.016
C -6.73 -2.68 0.93  -0.056
H -3.34 -0.98 -2.25  0.077
H -2.83 -0.56 -0.66  0.082
H -3.34 0.76 -1.78  0.102
H -6.12 -3.58 0.89  0.091
H -7.62 -2.87 0.32  0.096
H -7.10 -2.59 1.95  0.092
C 1.85 6.21 2.75  -0.003
O 1.26 6.23 1.44  -0.010
C 1.13 7.32 0.74  -0.622
O 1.45 8.45 0.98  0.136
O 0.45 6.97 -0.37  -0.022
C 0.23 7.97 -1.36  -0.043
H 1.59 5.27 3.22  0.096
H 1.51 7.06 3.33  0.101
H 2.93 6.25 2.58  0.078
H 1.03 8.69 -1.49  0.099
H -0.73 8.47 -1.20  0.104
H 0.09 7.40 -2.27  0.077
C 1.70 -5.82 1.98  -0.015
O 0.78 -4.94 2.66  0.002
C -0.41 -4.77 2.11  -0.635
O -0.81 -5.21 1.07  0.144
O -1.14 -4.06 2.98  -0.011
C -2.35 -3.50 2.42  -0.021
H 1.92 -5.34 1.03  0.085
H 1.26 -6.81 1.88  0.099
H 2.58 -5.86 2.61  0.098
H -2.19 -2.98 1.48  0.061
H -2.67 -2.86 3.24  0.100
H -3.10 -4.29 2.38  0.099
C 0.46 -0.35 -3.18  -0.033
O -0.45 -0.85 -4.15  0.018
C -1.26 -1.84 -3.79  -0.616
O -1.20 -2.39 -2.72  0.100
O -2.10 -2.05 -4.79  0.018
C -3.16 -2.97 -4.61  -0.036
H 1.35 -0.04 -3.70  0.099
H 0.74 -1.12 -2.45  0.080
H -0.03 0.41 -2.57  0.091
H -4.07 -2.39 -4.48  0.097
H -3.04 -3.67 -3.78  0.097
H -3.24 -3.56 -5.53  0.096
C -1.24 1.61 4.61  -0.023
O -2.53 2.17 4.87  0.022
C -2.98 2.06 6.10  -0.635
O -2.40 1.60 7.05  0.113
O -4.24 2.49 6.13  0.000
C -4.95 2.28 7.36  -0.041
H -0.55 1.98 5.37  0.096
H -0.85 1.92 3.65  0.061
H -1.30 0.53 4.68  0.103
H -5.40 1.30 7.40  0.097
H -5.61 3.14 7.47  0.093
H -4.25 2.31 8.19  0.087
C 4.88 5.28 0.80  -0.024
O 4.74 4.23 -0.14  0.023
C 4.05 3.16 0.10  -0.623
O 3.44 2.95 1.12  0.119
O 4.10 2.38 -0.98  0.027
C 3.44 1.14 -0.95  -0.045
H 4.77 4.86 1.79  0.095
H 4.15 6.05 0.53  0.092
H 5.79 5.86 0.68  0.098
H 2.40 1.32 -1.24  0.085
H 3.39 0.63 0.01  0.078
H 3.85 0.41 -1.65  0.098
C 3.69 -2.13 1.16  -0.014
O 3.65 -3.44 0.58  0.002
C 4.77 -4.15 0.46  -0.630
O 4.74 -5.22 -0.04  0.144
O 5.85 -3.51 0.92  -0.018
C 7.08 -4.24 0.80  -0.022
H 4.29 -2.22 2.06  0.102
H 2.72 -1.73 1.46  0.087
H 4.13 -1.46 0.42  0.083
H 7.64 -3.99 -0.10  0.099
H 6.98 -5.31 0.97  0.097
H 7.64 -3.80 1.63  0.096
C 3.31 -8.25 -0.88  -0.057
O 2.66 -7.62 -1.96  0.011
C 1.45 -7.09 -1.70  -0.613
O 0.76 -7.39 -0.77  0.118
O 1.21 -6.13 -2.58  0.013
C 0.24 -5.14 -2.21  -0.014
H 3.90 -9.11 -1.21  0.091
H 2.71 -8.44 0.01  0.088
H 4.06 -7.56 -0.49  0.073
H -0.57 -5.16 -2.94  0.090
H 0.74 -4.18 -2.18  0.084
H -0.13 -5.38 -1.21  0.070



Energy? In order: -6382.1664; -3392.3111; -272.5785; -3436.2847 Eh.